A structure of composition C8H5F6N3O2ReS4Sb. Source: the Open Molecules 2025 dataset; level of theory: ωB97M-V/def2-TZVPD.

Positions of all 30 atoms, in Å:
Re (-0.146, 0.434, -0.088)
S (2.607, 1.246, -4.001)
Sb (1.009, 2.665, -4.109)
S (0.090, 2.226, -1.086)
S (0.635, -1.051, -1.521)
S (-0.170, 4.394, -4.512)
C (2.308, -0.448, 3.227)
C (1.189, 0.263, 2.492)
O (1.310, 0.048, 1.083)
C (-0.169, -0.350, 2.842)
F (-0.664, -0.118, 4.012)
F (-1.109, 0.242, 1.877)
F (-0.218, -1.635, 2.560)
C (1.228, 1.781, 2.787)
F (0.309, 2.435, 2.036)
F (2.418, 2.268, 2.473)
F (0.963, 2.028, 4.061)
H (2.275, -1.514, 3.013)
H (2.211, -0.291, 4.301)
H (3.262, -0.048, 2.894)
N (-3.209, -1.839, -1.700)
C (-2.113, -1.166, -1.535)
O (-1.965, -0.367, -0.560)
C (-0.949, -1.318, -2.518)
C (-0.969, -2.600, -3.212)
N (-1.047, -3.614, -3.744)
C (-0.953, -0.192, -3.463)
N (-0.836, 0.747, -4.110)
H (-3.967, -1.738, -1.033)
H (-3.328, -2.490, -2.468)

Summary:
HOMO energy = -16.30 eV
Molar mass = 725.4 g/mol
Strongest force on any atom = 0.34 eV/Å
Net charge = +2
HOMO-LUMO gap = 7.1 eV
Multiplicity = 1
Electronic energy = -85238.421 eV

The molecule C8H5FIN2O9PS in a non-equilibrium geometry. Source: the Open Molecules 2025 dataset; level of theory: ωB97M-V/def2-TZVPD.

Positions of all 28 atoms, in Å:
O (-0.105, 2.121, -2.444)
C (-1.054, 1.784, -1.842)
I (-2.609, 0.791, -2.952)
C (-1.118, 2.118, -0.319)
C (-0.831, 0.924, 0.651)
N (-0.277, 1.642, 1.877)
C (-1.097, 2.323, 2.440)
S (-2.297, 2.937, 3.278)
O (-1.901, 0.155, 1.184)
C (-1.217, -0.905, 1.849)
O (-1.792, -1.662, 2.498)
O (0.158, -0.882, 1.560)
C (0.195, -0.178, 0.280)
C (1.695, 0.205, 0.105)
O (1.965, 1.195, -0.476)
N (2.795, -0.615, 0.583)
C (3.191, -1.567, -0.392)
O (3.474, -1.298, -1.482)
F (3.207, -2.855, 0.017)
P (-0.249, -1.572, -0.923)
O (0.356, -2.795, -0.361)
O (-1.841, -1.850, -1.075)
O (0.469, -1.350, -2.386)
H (-0.458, 2.985, -0.110)
H (-2.155, 2.483, -0.103)
H (2.598, -1.044, 1.489)
H (-2.157, -2.486, -0.409)
H (0.835, -0.443, -2.426)

Summary:
HOMO energy = -10.33 eV
Molar mass = 482.1 g/mol
Strongest force on any atom = 3.94 eV/Å
Relative energy (zero: lowest compared OMol25 entry of this formula, charge and spin) = 0.000 eV
SMILES string = O=C(I)C[C@@]1(N=C=S)OC(=O)O[C@@]1(C(=O)NC(=O)F)P(=O)(O)O
Net charge = 0
HOMO-LUMO gap = 9.5 eV
Multiplicity = 1
Electronic energy = -60726.986 eV

The molecule C8H6 in a non-equilibrium geometry. Source: the Open Molecules 2025 dataset; level of theory: ωB97M-V/def2-TZVPD.

Positions of all 14 atoms, in Å:
C (-1.550, 1.481, -1.893)
C (-1.480, 1.544, -0.683)
C (-1.652, 0.748, 0.517)
C (-1.198, -0.656, 0.069)
C (-0.678, -0.138, 1.196)
C (0.758, -0.399, 1.197)
C (0.999, -1.240, -0.035)
C (-0.174, -1.240, -0.718)
H (-1.666, 1.509, -2.947)
H (-2.684, 0.939, 0.803)
H (0.910, -0.984, 2.061)
H (1.324, 0.620, 1.182)
H (1.921, -1.641, -0.340)
H (-0.188, -1.838, -1.757)

Summary:
HOMO energy = -8.97 eV
Molar mass = 102.1 g/mol
Strongest force on any atom = 4.92 eV/Å
Relative energy (zero: lowest compared OMol25 entry of this formula, charge and spin) = 3.731 eV
SMILES string = C#C[C@H]1C2=C1CC=C2
Net charge = 0
HOMO-LUMO gap = 9.3 eV
Multiplicity = 1
Electronic energy = -8385.503 eV

The molecule C8H6 in a non-equilibrium geometry. Source: the Open Molecules 2025 dataset; level of theory: ωB97M-V/def2-TZVPD.

Positions of all 14 atoms, in Å:
C (-0.740, 1.589, 0.223)
C (-0.913, 1.191, 1.528)
C (-0.682, -1.181, 1.328)
C (-0.494, -1.081, 0.061)
C (-0.804, 0.025, 2.050)
C (-0.863, 2.362, -0.800)
C (-0.192, 0.214, -0.627)
C (1.356, 0.238, -0.792)
H (-0.819, -2.198, 1.717)
H (-0.503, -2.017, -0.620)
H (-0.660, 0.208, -1.595)
H (1.783, 0.946, -1.499)
H (1.614, -0.768, -1.065)
H (1.917, 0.471, 0.090)

Summary:
HOMO energy = -8.73 eV
Molar mass = 102.1 g/mol
Strongest force on any atom = 6.38 eV/Å
Relative energy (zero: lowest compared OMol25 entry of this formula, charge and spin) = 4.874 eV
Net charge = 0
HOMO-LUMO gap = 7.7 eV
Multiplicity = 1
Electronic energy = -8384.361 eV

A cluster of 27 separate species, C8H68INO30 in total in a non-equilibrium geometry. Source: the Open Molecules 2025 dataset; level of theory: ωB97M-V/def2-TZVPD.

Positions of all 108 atoms, in Å:
C (2.223, 0.210, 2.346)
C (1.317, -0.252, 1.190)
C (-0.103, -0.624, 1.624)
I (-1.136, 1.100, 2.348)
C (-0.924, -1.416, 0.571)
N (-0.749, -2.803, 0.847)
O (-0.454, -1.200, -0.806)
C (-0.802, -0.092, -1.475)
O (-0.984, 1.019, -1.000)
O (-2.257, -1.063, 0.512)
C (-3.022, -1.562, 1.618)
C (-4.316, -0.748, 1.824)
C (-4.511, 0.454, 0.916)
O (-4.357, -0.305, 3.199)
H (1.639, 0.411, 3.247)
H (2.737, 1.138, 2.082)
H (2.971, -0.551, 2.589)
H (1.763, -1.124, 0.689)
H (1.240, 0.543, 0.439)
H (-0.041, -1.298, 2.488)
H (0.221, -3.005, 1.061)
H (-0.969, -3.362, 0.025)
H (-0.889, -0.269, -2.556)
H (-2.441, -1.467, 2.543)
H (-3.253, -2.624, 1.472)
H (-5.164, -1.432, 1.694)
H (-4.834, 0.154, -0.087)
H (-5.284, 1.081, 1.370)
H (-3.615, 1.068, 0.854)
H (-3.565, 0.242, 3.266)
O (-0.597, -3.848, -2.116)
H (-0.386, -4.008, -3.044)
H (-0.366, -2.922, -1.969)
O (1.817, -3.469, -4.052)
H (2.204, -3.169, -3.221)
H (2.070, -2.768, -4.663)
O (-3.880, 1.557, 5.776)
H (-4.143, 1.084, 4.978)
H (-3.077, 2.044, 5.538)
O (4.194, -2.187, -4.601)
H (4.274, -3.023, -5.070)
H (5.068, -1.783, -4.664)
O (3.670, -1.483, 4.865)
H (4.280, -0.851, 5.254)
H (2.816, -1.259, 5.245)
O (1.159, 3.242, 4.605)
H (1.194, 4.092, 4.158)
H (0.637, 2.679, 4.020)
O (-5.782, 3.036, 2.534)
H (-6.556, 3.044, 3.103)
H (-5.565, 3.962, 2.404)
O (-0.120, 1.971, -3.913)
H (-0.518, 1.814, -3.047)
H (-0.859, 2.226, -4.474)
O (-3.430, 2.692, -0.993)
H (-3.308, 1.801, -1.337)
H (-2.569, 3.101, -1.118)
O (-3.098, -0.596, -3.501)
H (-3.117, -1.162, -4.285)
H (-3.115, -1.231, -2.777)
O (2.311, 0.678, -2.664)
H (1.964, 0.503, -1.785)
H (1.566, 0.962, -3.203)
O (-1.607, -2.478, -5.054)
H (-1.785, -2.778, -5.951)
H (-0.840, -1.903, -5.133)
O (-4.783, 4.286, -3.091)
H (-4.786, 3.715, -3.862)
H (-4.715, 3.683, -2.337)
O (-2.042, 3.104, 5.307)
H (-1.274, 3.513, 5.722)
H (-2.535, 3.829, 4.902)
O (2.645, 2.221, -5.285)
H (1.761, 2.471, -4.992)
H (3.171, 2.260, -4.478)
O (-4.489, 4.936, 5.019)
H (-5.190, 4.276, 5.052)
H (-4.958, 5.771, 5.091)
O (-2.354, -2.615, 4.598)
H (-2.507, -3.542, 4.396)
H (-3.232, -2.232, 4.716)
O (-1.994, 4.303, 8.075)
H (-2.697, 4.398, 7.423)
H (-2.442, 4.000, 8.871)
O (-0.595, 1.805, 9.583)
H (-0.758, 1.048, 9.015)
H (-0.865, 2.561, 9.052)
O (6.134, -0.759, -6.186)
H (6.113, 0.150, -6.505)
H (5.574, -1.235, -6.807)
O (-6.957, 5.686, 3.510)
H (-7.911, 5.711, 3.633)
H (-6.806, 6.144, 2.678)
O (8.472, -2.688, -4.991)
H (9.307, -2.365, -4.638)
H (7.991, -1.893, -5.243)
O (7.408, -2.668, -1.846)
H (7.350, -3.593, -1.588)
H (7.871, -2.728, -2.688)
O (1.408, -6.477, -4.395)
H (1.628, -6.646, -5.314)
H (1.678, -5.564, -4.237)
O (7.958, -5.082, -3.525)
H (7.945, -4.474, -4.277)
H (7.448, -5.852, -3.784)
O (9.316, -0.604, -6.925)
H (8.388, -0.587, -6.667)
H (9.371, -0.061, -7.715)

Summary:
HOMO energy = -9.51 eV
Molar mass = 785.5 g/mol
Strongest force on any atom = 1.61 eV/Å
Net charge = 0
HOMO-LUMO gap = 9.2 eV
Multiplicity = 1
Electronic energy = -80416.054 eV

A structure of composition C8H6Cl2IrNS2 in a non-equilibrium geometry. Source: the Open Molecules 2025 dataset; level of theory: ωB97M-V/def2-TZVPD.

Positions of all 20 atoms, in Å:
Ir (-0.892, -0.203, -0.394)
Cl (-1.193, 1.329, 1.404)
C (-2.808, 0.654, 1.836)
Cl (-3.026, -0.689, 0.665)
H (-3.577, 1.405, 1.697)
H (-2.784, 0.256, 2.845)
S (1.156, -1.657, -0.634)
C (0.746, -1.406, -2.205)
N (-0.391, -0.666, -2.387)
C (-0.703, -0.521, -3.659)
C (-1.817, 0.172, -4.203)
C (-1.937, 0.186, -5.537)
C (-0.952, -0.473, -6.407)
C (0.145, -1.163, -5.909)
C (0.288, -1.199, -4.544)
S (1.529, -1.963, -3.654)
H (-2.538, 0.661, -3.562)
H (-2.779, 0.695, -5.989)
H (-1.083, -0.420, -7.484)
H (0.849, -1.654, -6.570)

Summary:
HOMO energy (alpha / beta) = -20.65 / -20.79 eV
Molar mass = 443.4 g/mol
Strongest force on any atom = 1.77 eV/Å
Relative energy (zero: lowest compared OMol25 entry of this formula, charge and spin) = 0.783 eV
⟨S²⟩ = 1.0612
Net charge = +3
HOMO-LUMO gap (alpha / beta) = 5.7 / 5.7 eV
Multiplicity = 2
Electronic energy = -59402.459 eV

The molecule C8H6ClF2NO2S in a non-equilibrium geometry. Source: the Open Molecules 2025 dataset; level of theory: ωB97M-V/def2-TZVPD.

Positions of all 21 atoms, in Å:
O (-1.704, -1.440, 4.862)
S (-1.087, -0.658, 3.825)
O (-1.489, 0.692, 3.605)
N (0.116, -1.316, 3.258)
C (0.757, -0.410, 1.832)
C (-0.195, -0.817, 0.648)
F (-1.469, -0.767, 1.064)
F (-0.124, -2.240, 0.386)
C (0.010, -0.129, -0.697)
C (-0.372, -0.774, -1.907)
C (-0.112, -0.123, -3.105)
C (0.488, 1.174, -3.054)
Cl (0.730, 2.052, -4.540)
C (0.756, 1.816, -1.886)
C (0.488, 1.124, -0.652)
H (1.796, -0.597, 1.774)
H (0.589, 0.593, 2.089)
H (-0.940, -1.662, -1.939)
H (-0.171, -0.737, -4.022)
H (1.155, 2.702, -1.768)
H (0.775, 1.517, 0.230)

Summary:
HOMO energy = -9.95 eV
Molar mass = 253.7 g/mol
Strongest force on any atom = 5.70 eV/Å
Relative energy (zero: lowest compared OMol25 entry of this formula, charge and spin) = 0.000 eV
SMILES string = O=S(=O)=NCC(F)(F)c1ccc(Cl)cc1
Net charge = 0
HOMO-LUMO gap = 9.7 eV
Multiplicity = 1
Electronic energy = -42767.555 eV

The molecule C8H6ClNO in a non-equilibrium geometry. Source: the Open Molecules 2025 dataset; level of theory: ωB97M-V/def2-TZVPD.

Positions of all 17 atoms, in Å:
N (-2.422, -2.059, -0.913)
C (-1.426, -1.477, -0.871)
C (-0.295, -0.626, -0.780)
C (0.751, -1.505, -0.194)
C (1.733, -1.082, 0.637)
C (1.456, 0.221, 1.260)
C (0.340, 0.975, 1.099)
C (-0.706, 0.683, 0.081)
Cl (-2.247, 0.578, 1.077)
C (-0.888, 1.819, -0.887)
O (-0.234, 2.050, -1.844)
H (0.082, -0.463, -1.794)
H (0.789, -2.435, -0.748)
H (2.463, -1.865, 1.000)
H (2.063, 0.791, 1.943)
H (0.362, 1.888, 1.608)
H (-1.824, 2.506, -0.676)

Summary:
HOMO energy = -9.47 eV
Molar mass = 167.6 g/mol
Strongest force on any atom = 3.68 eV/Å
Relative energy (zero: lowest compared OMol25 entry of this formula, charge and spin) = 1.204 eV
SMILES string = N#C[C@@H]1C=CC=C[C@@]1(Cl)C=O
Net charge = 0
HOMO-LUMO gap = 9.2 eV
Multiplicity = 1
Electronic energy = -24450.481 eV

A structure of composition C8H6I2N3O3Zr in a non-equilibrium geometry. Source: the Open Molecules 2025 dataset; level of theory: ωB97M-V/def2-TZVPD.

Positions of all 23 atoms, in Å:
Zr (-0.402, 1.140, -0.427)
I (-2.375, 2.646, -2.114)
C (-1.111, 4.339, -1.789)
I (0.708, 3.860, -0.770)
H (-1.657, 5.056, -1.183)
H (-0.838, 4.714, -2.771)
O (1.068, -1.665, -2.853)
C (0.949, -1.116, -1.843)
O (0.468, 0.303, -1.824)
C (1.042, -1.536, -0.408)
C (1.547, -2.756, -0.048)
C (1.621, -3.080, 1.313)
C (1.180, -2.153, 2.243)
C (0.663, -0.943, 1.802)
N (0.588, -0.611, 0.495)
H (1.888, -3.439, -0.817)
H (2.024, -4.033, 1.633)
H (1.236, -2.353, 3.305)
H (0.327, -0.200, 2.517)
N (-1.588, 1.711, 1.670)
C (-2.322, 0.839, 1.481)
O (-2.153, -0.356, -0.289)
N (-2.862, -0.368, 0.675)

Summary:
HOMO energy = -21.00 eV
Molar mass = 537.2 g/mol
Strongest force on any atom = 2.17 eV/Å
Relative energy (zero: lowest compared OMol25 entry of this formula, charge and spin) = 1.793 eV
Net charge = +3
HOMO-LUMO gap = 6.3 eV
Multiplicity = 1
Electronic energy = -36454.176 eV

A structure of composition C8H6IN in a non-equilibrium geometry. Source: the Open Molecules 2025 dataset; level of theory: ωB97M-V/def2-TZVPD.

Positions of all 16 atoms, in Å:
C (1.083, 0.683, 2.615)
C (1.047, 1.854, 2.071)
C (0.471, 0.218, 1.301)
C (-0.016, -1.030, 1.009)
C (0.330, 1.299, 0.350)
C (-0.428, -1.407, -0.428)
C (-0.411, 1.074, -0.944)
C (-0.047, -0.396, -1.484)
N (0.707, 2.423, 0.876)
I (0.040, -2.549, 2.404)
H (-0.106, -2.389, -0.803)
H (-1.440, -1.551, -0.286)
H (-1.520, 1.184, -0.652)
H (-0.253, 1.688, -1.869)
H (1.040, -0.708, -1.710)
H (-0.496, -0.392, -2.451)

Summary:
HOMO energy = -9.13 eV
Molar mass = 243.0 g/mol
Strongest force on any atom = 2.77 eV/Å
Relative energy (zero: lowest compared OMol25 entry of this formula, charge and spin) = 2.700 eV
Net charge = 0
HOMO-LUMO gap = 8.5 eV
Multiplicity = 1
Electronic energy = -17977.312 eV

The molecule C8H6N2 in a non-equilibrium geometry. Source: the Open Molecules 2025 dataset; level of theory: ωB97M-V/def2-TZVPD.

Positions of all 16 atoms, in Å:
C (-2.230, -0.778, -0.135)
C (-2.245, 0.659, 0.100)
C (-1.121, 1.425, 0.139)
C (0.223, 0.746, -0.098)
N (1.412, 1.488, -0.175)
C (2.477, 0.741, -0.104)
C (2.478, -0.754, 0.208)
N (1.338, -1.488, -0.073)
C (0.291, -0.677, -0.115)
C (-1.057, -1.331, -0.050)
H (-3.165, -1.274, -0.171)
H (-3.144, 1.277, -0.047)
H (-1.017, 2.493, 0.245)
H (3.363, 1.229, -0.187)
H (3.355, -1.384, 0.392)
H (-0.959, -2.372, 0.071)

Summary:
HOMO energy = -9.10 eV
Molar mass = 130.1 g/mol
Strongest force on any atom = 5.05 eV/Å
Relative energy (zero: lowest compared OMol25 entry of this formula, charge and spin) = 1.209 eV
SMILES string = c1ccc2nccnc2c1
Net charge = 0
HOMO-LUMO gap = 8.8 eV
Multiplicity = 1
Electronic energy = -11371.592 eV

A structure of composition C8H6N2 in a non-equilibrium geometry. Source: the Open Molecules 2025 dataset; level of theory: ωB97M-V/def2-TZVPD.

Positions of all 16 atoms, in Å:
C (-0.438, -0.307, -0.386)
C (0.624, 0.630, -0.193)
C (-0.740, -1.259, 0.532)
C (1.388, 0.924, 0.896)
C (-1.663, -2.391, 0.776)
C (2.170, 2.105, 0.659)
C (-1.221, -2.262, 2.168)
C (0.991, 1.677, -1.171)
N (1.943, 2.591, -0.530)
N (-0.194, -1.431, 1.840)
H (-1.060, -0.293, -1.188)
H (-1.854, -3.353, 0.218)
H (2.859, 2.680, 1.192)
H (-1.380, -2.532, 3.169)
H (1.585, 1.302, -2.178)
H (-0.021, 2.135, -1.577)

Summary:
HOMO energy (alpha / beta) = -8.39 / -8.07 eV
Molar mass = 130.1 g/mol
Strongest force on any atom = 3.95 eV/Å
Relative energy (zero: lowest compared OMol25 entry of this formula, charge and spin) = 7.406 eV
Net charge = 0
HOMO-LUMO gap (alpha / beta) = 7.7 / 7.6 eV
Multiplicity = 1
Electronic energy = -11365.396 eV